(1)
C25H23IrN11O2PS4 | ωB97M-V/def2-TZVPD

```
67
Properties=species:S:1:pos:R:3:forces:R:3
H 4.46045 0.07491 -2.21697 0.21 -0.06 -0.04
N -0.13435 1.35211 2.54493 -0.28 -0.25 -0.45
N -1.54915 -1.97169 -1.64777 0.91 1.01 0.84
C 0.90065 -1.93479 2.89643 0.05 -0.12 0.19
H 1.27945 -4.73229 1.03843 0.04 -0.12 0.02
C 2.26675 0.15471 -2.54657 0.44 -0.23 -0.19
H -2.37725 3.27421 -3.01167 -0.12 -0.07 -0.15
C 1.90365 1.42891 -0.85657 0.01 0.58 0.26
C -3.72255 0.21311 -3.49947 0.51 0.24 1.06
C 4.19505 1.67791 0.06043 0.39 0.20 0.59
H 0.28115 -1.87619 4.94213 -0.06 0.13 0.12
N 3.23685 1.22731 -0.90947 -0.60 0.13 -0.42
H 0.64065 3.07951 3.41243 0.03 -0.10 0.09
H 1.09915 -0.88119 2.80063 -0.03 0.12 0.12
S -1.04905 0.14871 -4.21857 -0.61 -0.09 0.29
C 0.57095 -4.68149 3.05933 0.00 0.06 0.11
C -1.72725 0.15741 1.64643 -0.21 -0.10 0.42
C -2.21845 -2.97519 -2.24717 -0.27 -1.41 -0.59
H -2.00815 -5.13899 -2.49787 -0.10 -0.13 -0.04
H 4.09555 2.75341 0.22303 0.06 -0.13 -0.05
N -0.91835 2.59981 -1.61437 0.29 -0.16 0.28
S -0.18375 -4.11599 -1.20237 -0.37 0.48 -0.28
C 0.73515 1.99431 3.49073 0.47 0.40 0.41
H 1.56615 5.51501 -0.45807 -0.13 0.04 0.01
H -0.34735 -3.86099 6.13203 0.03 -0.09 -0.01
Ir -0.89085 0.23261 -1.59807 0.08 0.45 0.13
N -6.16405 -0.21509 -4.13327 -0.34 -0.02 -0.10
H -1.50815 5.74941 -2.24267 -0.05 0.20 -0.02
H -1.45635 0.30001 3.84693 -0.03 -0.05 0.20
H 5.20125 1.46011 -0.29137 -0.08 0.03 -0.04
C 1.01425 -4.11739 1.88373 0.10 -0.09 0.07
N 0.29565 -1.52549 -0.40437 1.00 1.41 0.39
P 1.13135 2.55131 0.35443 -0.50 -0.36 -0.37
C -5.06765 -0.00039 -3.87397 -0.49 -0.05 -0.18
N 1.29985 0.80201 -1.85707 -0.21 0.16 0.35
H -2.57035 -0.47459 1.45363 -0.15 -0.19 0.02
H 0.45835 1.68641 4.49803 0.02 0.01 -0.10
H -0.24045 -5.42739 5.42393 0.00 0.11 0.04
C -1.17915 0.53491 2.84033 -0.41 -0.11 -0.16
C 0.26795 -3.87929 4.17213 0.11 0.15 -0.42
O 2.45415 -2.80879 -0.51877 0.12 -0.35 0.20
C 0.49405 5.61051 -0.27127 0.38 0.46 0.37
N -0.23465 4.59131 -0.98157 -0.13 -0.44 -0.14
C 3.47655 0.40881 -1.96167 -0.15 -0.20 -0.40
C -1.20105 4.77701 -1.91677 -0.27 -0.08 -0.29
H 2.04165 -0.42239 -3.41987 0.03 -0.22 -0.14
H 0.17025 6.59441 -0.60537 -0.04 -0.11 -0.01
H 1.77315 1.71401 3.30273 -0.07 0.00 0.07
C -0.06495 1.44611 1.19703 0.35 0.43 -0.13
N -1.03745 0.74221 0.64283 0.22 0.08 -0.23
C -1.61885 3.53221 -2.30047 -0.10 0.36 -0.12
N -0.19765 -4.42889 5.31803 -0.15 -0.23 0.33
N -3.42775 -0.38529 -6.89307 -0.11 -0.06 -0.33
O 2.30515 -0.68019 0.73063 -0.07 -0.04 0.22
C 1.16485 -2.74369 1.80503 0.43 0.35 -0.61
C 0.45535 -2.49089 4.07263 0.03 -0.10 -0.04
C -1.64955 -4.20519 -2.11207 -0.42 0.61 -0.13
C -2.72795 0.05241 -4.47007 1.11 0.15 0.58
H 0.48125 -5.75289 3.14323 -0.06 -0.16 -0.02
C -0.44405 -2.39089 -1.03727 -0.49 -2.10 -0.37
H 4.03155 1.15101 1.00243 0.05 0.00 -0.08
C -0.08515 3.25711 -0.81837 0.28 -0.07 0.28
S -3.49965 0.63831 -1.86727 0.27 -0.27 -0.58
H -3.13745 -2.76579 -2.76777 -0.10 -0.03 -0.08
C -3.13055 -0.19229 -5.80257 -0.10 -0.11 -0.47
H 0.31155 5.52421 0.80263 0.02 0.07 -0.13
S 1.70935 -1.93209 0.33473 -0.78 0.09 -0.11
```
Forces are in eV/Å.

Calculated values
- 2S+1 = 6
- HOMO (alpha / beta) (eV) = -10.29 / -10.26
- lowest unoccupied orbital energy (alpha / beta) (eV) = -2.92 / -5.30
- maximum force (Eh/bohr) = 0.043
- expectation value of S² = 8.785
- frontier orbital gap (alpha / beta) (eV) = 7.37 / 4.96
- calculated total energy (eV) = -102243.7620
- total charge = +1

These are the Löwdin partial charges, in e, on atoms 1 to 2:
1. H 0.137
2. N -0.127

(2)
C25H23MoN6O8S3 | ωB97M-V/def2-TZVPD

```
66
Properties=species:S:1:pos:R:3:forces:R:3
H 3.73051 1.01659 0.56882 -0.25 -0.25 -0.59
C 1.12022 1.25330 -3.81031 0.72 -0.10 0.40
H 1.66830 1.32958 2.47394 -0.03 -0.01 0.02
C -1.04945 -5.15800 0.96504 -0.09 -0.11 0.07
N 1.39929 -0.43582 1.37034 0.20 0.73 -0.22
C -2.53279 -1.75571 1.64460 0.37 -0.41 -0.28
H 1.04185 -3.06247 -0.64260 0.03 0.07 -0.03
H 4.49698 2.24194 -5.36235 -0.04 -0.02 0.01
H 3.88308 -0.77548 2.36782 0.07 -0.03 -0.01
H 4.17854 2.08444 1.75757 0.01 0.09 0.06
H 2.42009 3.32309 -6.12628 0.00 -0.04 0.03
H 1.82996 -0.01417 0.54561 0.22 -0.18 -0.18
O -0.13048 0.93495 -1.70942 -0.74 -0.37 0.27
C 0.03089 -4.76240 0.19521 0.05 -0.04 0.00
C -1.91166 -4.19694 1.46840 -0.14 -0.30 0.11
C -1.67075 -2.87048 1.19578 -0.27 0.42 0.13
Mo -0.54542 -0.43568 -0.16517 1.25 0.59 -0.90
O 1.37028 -1.08288 -1.30834 0.01 0.30 0.06
C -1.56156 4.11245 1.30456 -0.11 0.06 0.05
C -3.67065 -1.88709 2.39453 -0.25 -0.26 0.19
S -3.60456 -2.52136 -2.93997 0.00 0.00 0.07
H -1.85613 5.12668 1.54428 0.01 -0.05 0.00
C 3.54283 0.24375 2.53901 -0.16 -0.25 -0.02
H 0.90370 2.32134 -0.14837 -0.03 -0.04 -0.02
S 2.54800 -0.28419 -1.79537 0.00 -0.01 -0.16
O 3.68744 -1.13367 -2.00504 -0.27 0.22 0.13
O -6.06240 0.23891 4.05032 0.16 -0.47 0.00
C 0.22697 -3.41678 -0.03014 -0.08 0.01 0.09
N -0.84190 1.53934 0.64085 0.09 0.17 0.00
N -2.08335 -0.55255 1.25231 0.10 -0.11 0.23
C -5.64226 -0.87052 3.68021 -0.36 0.04 -0.20
C -2.00831 1.77849 1.26339 -0.16 -0.48 0.14
H -4.06012 -2.84869 2.71329 -0.02 0.12 0.02
H 0.71508 -5.47976 -0.23718 -0.03 0.03 0.02
C -4.37153 -0.75297 2.78227 0.06 0.03 0.05
H -4.41515 1.36747 2.73352 -0.02 -0.08 0.01
H -3.36960 3.20941 2.05703 0.04 0.04 -0.01
C -0.00995 2.56126 0.38063 -0.03 -0.08 -0.09
C 3.54956 1.96873 -4.91457 0.09 0.06 -0.10
C -0.33090 3.85629 0.71802 0.11 0.08 0.00
C 2.38320 2.57293 -5.34608 0.13 0.09 -0.15
C -3.88266 0.48745 2.38999 -0.22 0.14 0.19
H 1.67313 -0.13482 3.43736 -0.07 0.03 0.08
O -6.01682 -2.04625 3.82546 0.19 0.49 0.10
H 0.36529 4.65296 0.49379 -0.04 -0.02 -0.01
O -0.27245 -0.77533 -3.51701 -0.32 -0.11 0.17
C -2.73961 0.55045 1.63444 0.28 0.47 -0.11
C 1.15890 2.20361 -4.80458 -0.09 -0.11 -0.09
H 3.90096 0.56424 3.51390 0.06 0.04 0.01
C -2.67553 -1.65303 -2.03227 0.20 0.27 0.14
O 2.79207 0.81209 -0.80500 -0.04 -0.12 0.24
H 5.17508 0.83681 1.36420 0.06 0.01 0.03
H -1.22632 -6.20823 1.16551 -0.01 0.08 -0.01
N 4.19966 1.10064 1.49792 0.07 0.12 0.16
C -2.40880 3.05606 1.58542 -0.15 0.29 0.11
S -0.39760 0.61995 -3.20932 0.32 -0.24 -0.12
C 3.52699 1.01618 -3.90205 -0.32 -0.03 0.07
C 2.01916 0.29535 2.50017 -0.52 -0.19 0.03
H 0.22666 2.61967 -5.16872 0.05 -0.01 0.04
O -1.53578 1.33202 -3.69293 0.21 0.25 0.12
C 2.31264 0.67283 -3.32083 -0.19 0.15 0.02
H -2.77393 -4.47084 2.06025 0.03 -0.04 -0.03
N -1.95287 -0.97071 -1.35837 -0.54 -0.45 -0.19
N -0.60042 -2.48407 0.47871 0.38 -0.40 -0.28
H 1.69602 -1.40541 1.36007 0.01 -0.11 0.12
H 4.43839 0.54507 -3.56220 0.00 0.04 0.00
```
Forces are in eV/Å.

Calculated values
- 2S+1 = 3
- HOMO (alpha / beta) (eV) = -10.23 / -10.22
- lowest unoccupied orbital energy (alpha / beta) (eV) = -4.26 / -4.74
- maximum force (Eh/bohr) = 0.032
- expectation value of S² = 2.024
- frontier orbital gap (alpha / beta) (eV) = 5.96 / 5.48
- calculated total energy (eV) = -85975.5426
- total charge = +1

These are the Löwdin partial charges, in e, on atoms 1 to 2:
1. H 0.087
2. C -0.244